Entry 1:
Below is a structure of composition C24H27BFeN4O5P, with properties calculated with ωB97M-V/def2-TZVPD.

Last column: natural (NBO) charge in e.
Element x y z (Å)
1 Fe 0.063 0.070 0.162  1.080
2 B -1.393 -1.741 2.919  0.175
3 N -0.457 -0.508 3.071  -0.270
4 C -0.102 -0.005 4.249  0.025
5 C 0.906 0.931 4.062  -0.343
6 C 1.116 0.933 2.695  -0.020
7 N 0.286 0.057 2.101  -0.334
8 N -1.787 -1.978 1.431  -0.284
9 C -2.726 -2.872 1.109  -0.006
10 C -2.812 -2.960 -0.267  -0.343
11 C -1.860 -2.064 -0.731  -0.023
12 N -1.240 -1.476 0.303  -0.315
13 H -2.394 -1.523 3.552  -0.043
14 H -0.811 -2.721 3.320  -0.043
15 H -0.566 -0.376 5.147  0.229
16 H 1.415 1.511 4.809  0.236
17 H 1.809 1.504 2.103  0.238
18 H -3.252 -3.393 1.891  0.227
19 H -3.458 -3.590 -0.851  0.234
20 H -1.564 -1.832 -1.738  0.254
21 C 3.750 -0.748 -1.584  -0.625
22 C 2.550 -1.271 -0.808  0.129
23 C 2.843 -2.563 -0.079  -0.616
24 O 2.161 -0.276 0.171  -0.719
25 C 1.373 -1.439 -1.794  0.772
26 O 1.449 -2.234 -2.705  -0.624
27 O 0.323 -0.696 -1.567  -0.754
28 H 4.589 -0.587 -0.906  0.215
29 H 3.509 0.192 -2.086  0.215
30 H 4.036 -1.472 -2.346  0.244
31 H 3.748 -2.457 0.517  0.214
32 H 2.971 -3.365 -0.805  0.239
33 H 2.015 -2.823 0.582  0.223
34 H 2.350 0.600 -0.210  0.520
35 O 1.030 3.992 -0.038  -0.598
36 C 0.385 2.974 -0.099  0.806
37 O 0.907 1.776 -0.187  -0.788
38 C -1.147 3.000 -0.146  -0.859
39 P -1.804 1.308 0.093  1.194
40 C -2.740 1.331 1.641  -0.392
41 C -2.255 2.129 2.678  -0.131
42 C -2.887 2.134 3.910  -0.222
43 C -4.006 1.342 4.122  -0.188
44 C -4.471 0.521 3.107  -0.188
45 C -3.833 0.501 1.876  -0.191
46 C -2.821 0.964 -1.365  -0.406
47 C -4.190 0.727 -1.389  -0.128
48 C -4.818 0.409 -2.586  -0.226
49 C -4.087 0.323 -3.759  -0.188
50 C -2.721 0.572 -3.743  -0.191
51 C -2.090 0.888 -2.554  -0.184
52 H -1.447 3.371 -1.127  0.280
53 H -1.542 3.690 0.598  0.268
54 H -1.375 2.746 2.540  0.215
55 H -2.495 2.754 4.706  0.222
56 H -4.501 1.347 5.084  0.220
57 H -5.321 -0.127 3.275  0.221
58 H -4.164 -0.202 1.125  0.227
59 H -4.786 0.819 -0.493  0.211
60 H -5.885 0.228 -2.594  0.219
61 H -4.581 0.063 -4.686  0.220
62 H -2.142 0.506 -4.655  0.225
63 H -1.015 1.038 -2.546  0.243

## Properties
LUMO (alpha / beta) (eV): -0.730 / -0.438
E_HOMO (alpha / beta) (eV): -8.81 / -8.81
Expectation value of S²: 0.81
Molar mass (Da): 549.1
HOMO-LUMO gap (alpha / beta) (Ha): 0.297 / 0.308
Spin multiplicity: 2

---

Entry 2:
Below is a cluster of 2 separate species, C3H5FN2O4 in total, with properties calculated with ωB97M-V/def2-TZVPD.

Last column: natural (NBO) charge in e.
Element x y z (Å)
1 C -0.218 -1.148 -0.268  -0.696
2 C 0.444 1.293 0.361  -0.024
3 C 0.786 -0.062 -0.233  0.214
4 N 2.131 -0.366 -0.335  0.426
5 N 0.086 1.022 -2.418  0.559
6 O 2.427 -1.539 -0.566  -0.391
7 O 2.893 0.607 -0.290  -0.398
8 O -0.195 0.139 -3.126  -0.255
9 O 0.395 2.134 -2.326  -0.240
10 F -0.888 1.657 0.176  -0.373
11 H -0.416 -1.565 0.748  0.246
12 H 0.201 -1.928 -0.866  0.263
13 H -1.092 -0.718 -0.726  0.245
14 H 0.411 1.284 1.377  0.195
15 H 1.096 2.260 0.006  0.229

## Properties
LUMO (alpha / beta) (eV): -1.210 / -2.003
Energy above the lowest of the compared OMol25 structures with the same formula, charge and spin (kcal/mol): 47.1
E_HOMO (alpha / beta) (eV): -9.68 / -9.89
Molar mass (Da): 152.1
HOMO-LUMO gap (alpha / beta) (Ha): 0.311 / 0.290

---

Entry 3:
Below is a structure of composition C5H9NO, with properties calculated with ωB97M-V/def2-TZVPD.

Last column: Löwdin charge in e.
Element x y z (Å)
1 N 1.477 0.461 1.317  0.107
2 C 1.371 0.359 0.014  -0.693
3 C 0.970 -1.051 -0.445  -0.112
4 C -0.460 -1.232 0.145  -0.157
5 C -0.936 0.162 0.494  -0.163
6 C -1.003 1.102 -0.552  0.024
7 O 1.241 1.307 -0.824  -0.087
8 H 1.566 1.464 1.507  0.052
9 H 0.961 -1.099 -1.537  0.108
10 H 1.631 -1.826 -0.052  0.108
11 H -0.443 -1.831 1.057  0.115
12 H -1.146 -1.712 -0.566  0.119
13 H -2.078 0.473 -0.132  0.203
14 H -1.123 0.482 1.513  0.135
15 H -1.170 2.156 -0.362  0.121
16 H -0.860 0.785 -1.577  0.119

## Properties
LUMO (eV): 0.149
Energy above the lowest of the compared OMol25 structures with the same formula, charge and spin (kcal/mol): 102.0
E_HOMO (eV): -8.52
Molar mass (Da): 99.1
HOMO-LUMO gap (Ha): 0.318